No. 1
This record from OMol25 describes a single C3H5FS2 molecule in a non-equilibrium geometry. The level of theory is the ωB97M-V functional and the def2-TZVPD basis.

SMILES: C[C@H](F)C(=S)S
DFT total energy: -1013.4551 Ha
total charge: 0
LUMO: -0.6 eV

```
11
Properties=species:S:1:pos:R:3:forces:R:3
C 0.42383 0.00049 -0.67574 1.5 1.2 1.7
H 0.27427 -0.86721 -1.25977 0.5 -0.6 -1.9
H 0.92931 -1.68239 0.90368 0.7 3.5 -1.0
C -0.87434 0.61312 -0.44244 -2.2 0.0 1.6
C 1.19327 -0.49025 0.59561 -0.6 -0.5 2.7
S -2.05756 -0.65487 -0.51838 -2.5 1.0 2.8
H 2.36962 -0.39197 0.46770 -2.7 -0.1 0.2
S -1.19870 2.13738 0.00274 0.2 -0.3 -0.1
F 1.07903 1.09610 -1.18589 1.9 -0.6 -1.2
H 0.75437 0.24789 1.49601 1.7 -2.1 -2.1
H -2.89311 -0.00830 0.61647 1.4 -1.5 -2.7
```
Positions in Å, forces in eV/Å.

No. 2
This record from OMol25 describes a molecular structure, C34H43N3O4S5Si2Ti in a non-equilibrium geometry. The level of theory is the ωB97M-V functional and the def2-TZVPD basis.

spin multiplicity: 2
DFT total energy: -5206.1184 Ha
total charge: -1
LUMO (alpha / beta): 1.6 / 1.6 eV

```
92
Properties=species:S:1:pos:R:3:forces:R:3
H -3.05267 0.97785 -1.95536 0.0 0.0 0.0
H -1.51566 0.50080 -5.69789 0.0 0.0 0.0
Si 1.49029 1.12057 2.76991 0.0 -0.2 0.0
H -3.96317 -7.59915 3.54971 0.0 0.0 0.0
S 0.78518 0.97656 -5.24099 0.0 0.0 0.0
H 3.17750 -4.57480 -0.54449 0.0 0.0 0.0
N -3.76113 -1.88122 2.30371 0.0 -0.1 -0.1
C 0.20740 2.14536 3.72959 0.0 0.0 0.0
H -0.85116 2.42423 -6.18964 0.0 0.0 0.0
C -3.85777 -4.27100 3.15362 0.0 0.1 0.0
H -1.43940 -0.89161 2.43379 0.0 0.0 0.0
C 0.10829 -2.91366 2.83378 0.0 0.0 0.1
N 0.83286 -1.51333 -0.44877 0.1 -0.4 0.0
C 1.05054 -3.96341 2.88702 0.0 0.0 0.0
C -0.10837 3.59746 -4.51616 0.0 0.0 0.0
C 2.06777 -0.20609 4.01241 0.0 0.0 0.0
H 3.79178 0.10686 -1.84930 0.0 0.0 0.0
C -3.83376 -6.56623 1.67320 0.0 0.0 0.0
H 2.54437 -5.08407 1.84723 0.0 0.0 0.0
H -3.69004 -5.26938 -0.06057 0.0 0.0 0.0
H 3.33128 3.47433 -1.82877 0.0 0.0 0.0
H -0.56860 -2.73883 3.66155 0.0 0.0 0.0
O -5.04797 -2.30565 4.46859 -0.1 0.0 0.0
H 1.48927 -1.06281 -2.32780 0.0 0.0 0.0
C 3.46564 2.55462 1.25872 -0.1 0.0 0.1
H -1.61272 -1.33071 0.86139 -0.2 0.2 0.0
H 4.99678 1.06758 -0.98538 0.0 0.0 0.0
H -2.31882 2.09742 -4.70481 0.0 0.0 0.0
H -0.46690 -0.75479 -6.32391 0.0 0.0 0.0
C -2.65529 0.83166 -2.95707 0.1 0.1 0.0
C 1.76303 -3.46618 0.64729 0.0 -0.1 -0.1
H -2.34727 4.12261 1.05605 0.0 0.0 0.0
C 2.98271 2.28686 2.55361 0.0 0.0 -0.1
C -3.92273 -5.47357 3.82770 0.0 0.0 0.0
H -3.39010 0.25813 -3.52700 0.0 0.0 0.0
C 2.35886 -2.92298 -1.62253 -0.1 0.1 0.0
C 1.53243 -1.79214 -1.52642 0.1 0.0 0.0
H 0.75965 3.05602 -6.38606 0.0 0.0 0.0
H 2.59479 0.25658 4.85351 0.0 0.0 0.0
H 0.03246 3.09235 3.21449 0.0 0.0 0.0
H 0.86700 3.92139 -4.14599 0.0 0.0 0.0
N -0.91972 -1.05988 1.57917 0.2 -0.1 -0.2
O -0.50491 3.35703 0.46399 0.1 0.0 0.0
C -0.94553 2.09752 0.16393 0.1 -0.3 0.2
C -3.91116 -6.63341 3.06278 0.0 0.0 0.0
C 0.87818 -2.36810 0.61739 0.0 -0.2 0.1
C -0.65262 -0.11620 -5.45790 0.0 0.0 0.0
H 3.22590 2.71421 4.65253 0.0 0.0 0.0
H -0.60224 4.48100 -4.93069 0.0 0.0 0.0
Ti 0.41515 0.36884 0.48247 -0.2 1.5 -0.1
C -0.96081 -1.00859 -4.25954 0.1 0.0 0.0
C 0.00531 -2.12904 1.71959 0.1 -0.2 0.0
H 4.24408 -0.31899 -0.18974 0.0 0.0 0.0
C 0.08448 2.59985 -5.65974 0.0 0.0 0.0
O -2.11384 1.94152 -0.15950 0.0 0.0 -0.1
C -3.76187 -5.34420 1.01678 0.0 0.0 0.0
S -3.83416 -2.60409 3.76267 0.2 0.0 -0.1
C -2.41643 2.19871 -3.62558 0.0 0.0 0.0
C 5.12526 4.05910 2.19904 0.0 0.0 0.0
C 3.59097 2.91185 3.64766 0.0 0.0 0.0
H 4.91476 3.65890 0.10978 0.0 0.0 0.0
C -1.48795 4.39217 0.44223 0.0 0.0 0.0
C 4.65095 3.79064 3.47905 0.0 0.0 0.0
H 2.90996 -3.10202 -2.53448 0.0 0.0 0.0
H -0.75136 1.62628 3.81373 0.0 0.0 0.0
C 4.05549 0.51949 -0.86833 0.0 0.0 0.0
H -3.29267 2.82203 -3.44177 0.0 0.0 0.0
C -3.69009 -2.75674 1.31612 0.1 0.1 0.0
H 2.04792 2.44568 -2.49807 0.0 0.0 0.0
C 2.40808 2.93445 -1.58599 0.1 0.1 0.0
S -1.20939 -0.20297 -2.66758 -0.1 0.0 0.1
H -1.83649 -1.62045 -4.49255 0.0 0.0 0.0
H 2.74384 -0.93272 3.55272 0.0 0.0 0.0
H -3.98319 -5.50835 4.90789 0.0 0.0 0.0
Si 2.64953 1.64628 -0.20258 -0.1 -0.2 -0.1
C -3.77841 -4.18793 1.77747 0.0 0.0 0.1
H -0.99881 5.27853 0.84017 0.0 0.0 0.0
H 1.11115 -4.56327 3.78608 0.0 0.0 0.0
H 1.21124 -0.75296 4.41873 0.0 0.0 0.0
S -3.41184 -2.37913 -0.30145 0.0 0.0 0.1
C 4.53510 3.44259 1.10532 0.0 0.0 0.0
S -0.93964 3.05590 -3.00695 0.0 0.0 0.0
H 0.56122 2.36416 4.74319 0.0 0.0 0.0
O -2.59082 -2.36739 4.46789 -0.1 0.0 0.0
H -3.82668 -7.48428 1.09872 0.0 0.0 0.0
H -0.13165 -1.70067 -4.09207 0.0 0.0 0.0
H 5.95167 4.74737 2.05921 0.0 0.0 0.0
H 1.65054 3.65786 -1.27250 0.0 0.0 0.0
C 1.84838 -4.25470 1.81920 0.0 0.0 0.0
C 2.50060 -3.72841 -0.52668 0.0 0.0 0.0
H -1.83084 4.57794 -0.57634 0.0 0.0 0.0
H 5.10608 4.26946 4.33906 0.0 0.0 0.0
```
Positions in Å, forces in eV/Å.

No. 3
This record from OMol25 describes 3 unconnected molecules or ions with the total composition C18H38F5N3O9S in a non-equilibrium geometry. The level of theory is the ωB97M-V functional and the def2-TZVPD basis.

SMILES: CCCOOC(=O)NS(=O)(=O)C(F)(F)C(F)(F)F.COCCNCCOC.COCCNCCOC
DFT total energy: -2447.3292 Ha
total charge: 0
LUMO: 0.3 eV

```
74
Properties=species:S:1:pos:R:3:forces:R:3
O -2.16986 2.38688 -3.13766 -0.2 1.1 1.3
H 0.30514 -2.44623 2.06133 -0.2 0.3 -0.2
H -2.67410 0.77236 6.73829 0.0 0.1 0.0
H 5.80957 0.01766 -5.54342 0.0 0.0 0.0
C 6.20568 -3.95688 -2.41948 0.1 -0.1 0.3
N -4.55809 0.96542 5.86150 0.1 0.2 0.0
S -0.84739 1.87070 -3.11068 -3.2 -1.2 -1.4
H -7.82548 2.02810 3.26072 0.1 0.1 0.0
H -8.34267 1.54368 4.88390 0.0 -0.1 0.0
C -2.31012 1.52204 4.75562 0.3 -0.2 0.1
H -6.89539 0.80513 4.13624 -0.1 -0.1 0.1
C -7.47290 1.72832 4.24746 0.1 0.2 -0.1
O 0.29533 -1.49848 -1.14462 1.5 -0.1 0.3
C 0.12130 -2.45380 -0.08261 0.1 -0.2 0.8
C -3.74401 2.00448 2.90234 0.1 -0.2 -0.3
H 0.57593 -0.84784 1.24574 0.1 -0.6 0.3
H 3.64468 -5.14945 -4.04500 0.1 0.0 0.0
O -0.87377 -1.44851 -1.91540 -0.2 0.3 -0.2
H -4.98137 0.81846 4.95441 0.0 0.0 0.0
H -3.03663 -0.36062 5.44734 0.1 0.0 0.0
H 6.77312 -3.94117 -3.35678 -0.1 0.1 -0.1
H 6.78598 -4.57517 -1.72859 0.0 0.0 0.0
H 4.47775 -1.81960 -2.75526 0.0 0.1 0.0
C 0.26051 3.36212 -3.09056 0.8 0.2 -0.2
H -3.84625 2.98448 3.37315 0.0 0.0 0.1
H -0.73107 -3.10217 -0.33530 0.3 0.2 0.1
C 1.73853 3.05702 -3.50293 -0.4 0.7 -0.1
H -2.33830 2.59423 4.97974 -0.2 0.0 0.0
C 5.21673 -0.30524 -4.68232 0.3 -0.2 -0.3
H 7.02115 -0.64695 -3.57619 0.0 0.0 0.0
O -2.62294 1.28496 3.39261 -0.1 0.2 0.2
H -4.61161 2.40268 7.37689 0.0 0.0 0.0
H -4.65918 1.42268 3.02876 -0.1 0.2 0.1
O 4.11699 -1.04354 -5.20431 -0.1 0.2 0.2
H -1.63097 -0.19279 1.31800 0.1 -0.4 0.0
H 2.77327 -1.03191 -3.61487 -0.1 0.2 0.1
F 1.84691 3.04733 -4.81137 -0.1 -0.4 -0.7
C -4.87063 2.31683 6.31736 -0.2 -0.3 -0.2
C -1.44622 -0.22603 -1.72967 1.5 0.1 0.1
H 2.08440 -1.14888 -5.23988 0.1 0.0 0.0
O -0.63340 1.08167 -4.28476 2.1 -0.2 0.2
H -1.26479 1.21978 4.87071 0.0 0.0 0.0
H 2.72035 0.40200 -4.68152 0.0 0.0 0.0
H -2.27041 -1.81160 0.96421 0.3 0.0 0.4
H -1.68833 -1.35603 2.62898 -0.4 0.0 -0.5
H 4.90874 -4.03837 -4.59367 0.0 0.1 0.0
H -6.54381 3.60454 6.60620 0.0 0.0 0.0
O 4.97307 -4.63723 -2.58919 0.1 0.1 -0.2
H 3.56309 -3.46466 -3.55547 0.0 0.1 -0.2
H -6.98015 1.89568 6.63314 0.1 -0.1 -0.1
O -6.67446 2.77994 4.75931 -0.2 -0.3 0.1
H 1.03872 -3.06596 -0.06351 -0.3 0.3 -0.3
H 7.07583 -2.22263 -1.49161 0.0 0.0 -0.1
O -2.59111 -0.16076 -1.61894 -3.6 0.2 -0.1
C 6.07920 -2.57253 -1.78048 -0.2 0.1 0.0
F 2.50936 4.03394 -3.06142 0.4 0.3 0.6
H 6.34461 -2.07747 -4.38090 0.1 0.1 -0.1
C 6.09326 -1.18050 -3.80321 -0.3 0.0 0.2
C -6.34514 2.63595 6.13781 0.2 0.4 0.1
C -1.51380 -1.26345 1.54586 0.6 0.0 0.4
C 4.25055 -4.28854 -3.75886 -0.2 -0.2 0.2
F 2.15301 1.89792 -3.02024 0.1 -0.4 0.6
C 2.86744 -0.67663 -4.64714 0.0 -0.3 -0.2
F -0.23278 4.16407 -4.02226 -0.5 -0.1 -0.6
H -3.60306 2.15058 1.83023 0.1 0.0 0.0
H 5.50675 -2.68626 -0.85589 0.1 -0.1 0.0
H -4.30243 3.07197 5.76171 0.0 0.2 0.1
N -0.65954 0.97537 -1.69305 1.9 0.2 -0.2
C -0.05445 -1.75493 1.28450 -0.7 0.4 -1.0
H 0.32127 0.79754 -1.46059 -0.1 -0.1 -0.3
H 4.88938 0.59512 -4.15334 -0.1 -0.1 0.1
F 0.20459 4.04026 -1.95516 0.1 -0.5 0.8
N 5.42137 -1.51692 -2.55077 0.1 -0.1 -0.1
C -3.12695 0.68781 5.74483 -0.2 -0.1 -0.1
```
Positions in Å, forces in eV/Å.

Energy above the lowest of the compared OMol25 structures with the same formula, charge and spin in kcal per mole, matching the order above: 45.3; 18.4; 0.0